{
  "formula": "C11H10AsF6N2O6S8TcTe",
  "method": "ωB97M-V with the def2-TZVPD basis set",
  "e_homo_ev": [-14.704, -14.645],
  "max_force_ha_per_bohr": 0.08011,
  "gap_ev": [4.42, 4.40],
  "charge": 2,
  "multiplicity": 1,
  "species": ["Tc", "F", "C", "F", "F", "S", "O", "O", "N", "S", "O", "O", "C", "F", "F", "F", "S", "As", "S", "S", "S", "O", "S", "O", "N", "C", "S", "C", "C", "C", "C", "C", "C", "H", "H", "H", "H", "C", "Te", "C", "H", "H", "H", "H", "H", "H"],
  "coordinates": [[0.051209, -0.419654, 1.149499], [3.955148, 2.678107, 3.251344], [3.520547, 1.413187, 3.391463], [2.911364, 1.218084, 4.553357], [4.563338, 0.593210, 3.283466], [2.406812, 0.908231, 1.950833], [2.014647, -0.602453, 2.117923], [3.299199, 1.236610, 0.872801], [0.848365, 1.587801, 1.806794], [0.250861, 2.779389, 2.942916], [-1.127523, 2.349713, 3.007163], [1.154903, 3.053913, 4.084714], [0.069398, 4.464997, 2.005268], [-0.711321, 5.231154, 2.792611], [1.298649, 5.069665, 1.846695], [-0.520696, 4.220211, 0.807279], [-4.682024, -1.004847, 4.220815], [-2.714302, -0.055870, 3.741807], [-1.910626, -0.289332, 0.131247], [-1.055060, -1.495133, 3.043692], [-3.407890, 0.079571, 1.502633], [-3.607775, -0.341626, -2.749568], [-2.594812, 0.671527, -2.786581], [-2.917099, 2.076359, -2.549976], [-1.430529, 0.307084, -1.608607], [-0.185674, 0.087247, -2.057322], [1.051334, -0.376929, -0.987587], [-0.090961, 0.074106, -3.511268], [0.949497, -0.333002, -4.326274], [0.776652, -0.386507, -5.685054], [-0.372508, 0.153546, -6.277259], [-1.487206, 0.468865, -5.481323], [-1.376947, 0.412052, -4.093399], [1.900609, -0.645683, -3.879914], [1.529557, -0.889687, -6.298346], [-0.376936, 0.225244, -7.345228], [-2.383992, 0.792799, -5.956833], [1.445016, -4.058318, 2.419640], [0.604539, -3.024121, 0.697386], [-1.334463, -3.863590, 0.533457], [0.935738, -4.996773, 2.485002], [1.188191, -3.397815, 3.267205], [2.540851, -4.099378, 2.272129], [-1.456520, -4.948205, 0.797586], [-1.552320, -3.698757, -0.522417], [-1.969236, -3.224996, 1.140229]],
  "atomic_forces_ev_per_a": [[-1.5, 0.1, 1.8], [-1.1, -1.5, 0.0], [0.8, 0.6, 1.5], [0.5, 0.1, -0.7], [-0.7, 0.3, -0.1], [0.0, -0.8, -1.0], [0.4, 3.0, -0.3], [-1.2, -0.4, 0.4], [1.8, -1.2, 0.8], [0.6, 0.6, 0.9], [0.8, 0.1, 0.6], [-2.4, -1.2, -3.2], [0.9, 0.8, -0.4], [1.0, -1.2, -1.2], [-2.4, -1.3, 0.1], [0.9, 0.5, 1.7], [2.9, 1.4, -1.4], [-2.4, -0.9, 0.9], [1.7, 0.6, -0.7], [1.7, 0.8, -1.3], [-1.6, 0.0, 0.1], [0.8, 0.5, 0.0], [-1.4, 2.4, -0.8], [0.6, -2.5, -0.7], [1.2, -0.5, 1.4], [-0.9, -0.5, 0.5], [-0.2, 0.4, 0.1], [-2.3, 0.7, -0.4], [0.8, -0.3, 1.2], [-0.2, 0.1, -1.0], [0.4, -0.8, 1.2], [0.3, 0.4, 0.6], [1.8, -0.4, -0.1], [-0.4, 0.1, -0.2], [-0.1, 0.6, 0.1], [-0.4, 0.0, -0.4], [-0.6, 0.1, -0.2], [0.0, 1.9, 0.2], [1.1, -1.3, 0.0], [-0.5, -0.4, 0.1], [-0.1, -0.6, 0.0], [0.3, -0.6, -0.2], [-0.8, -0.1, 0.0], [0.5, 1.1, -0.2], [-0.2, -0.2, 0.0], [-0.2, -0.3, 0.0]]
}

***

{
  "formula": "C11H10BrCuNS",
  "method": "ωB97M-V with the def2-TZVPD basis set",
  "e_homo_ev": [0.183, 0.195],
  "max_force_ha_per_bohr": 0.10489,
  "gap_ev": [5.19, 4.16],
  "charge": -2,
  "multiplicity": 2,
  "relative_energy_kcal_mol": 0.0,
  "species": ["C", "C", "C", "H", "C", "C", "H", "H", "H", "H", "Cu", "Br", "C", "C", "C", "H", "C", "C", "H", "H", "H", "H", "S", "C", "N"],
  "coordinates": [[1.073746, 1.052325, -0.715152], [1.670664, 2.339327, -0.458947], [2.519457, 2.228305, 0.665552], [1.483208, 3.251205, -1.013597], [2.422867, 0.911170, 1.192263], [1.580197, 0.128218, 0.315692], [1.545951, -0.960773, 0.256245], [0.479288, 0.771834, -1.585380], [3.216180, 2.968780, 1.047122], [2.947903, 0.551483, 2.079159], [-0.434102, 0.636552, 0.601282], [-2.455815, 1.274690, -0.431067], [-2.191877, -2.113960, -0.119468], [-1.050995, -2.936999, -0.288566], [-0.461827, -2.626437, -1.556468], [-0.724942, -3.740617, 0.368777], [-1.246089, -1.617124, -2.167152], [-2.377355, -1.351612, -1.331456], [-3.277399, -0.843807, -1.687146], [-2.822740, -2.071416, 0.769011], [0.331563, -3.201960, -2.038154], [-1.059921, -1.140206, -3.130224], [-0.269435, 3.443322, 3.780529], [-0.399451, 2.057234, 3.003542], [-0.499076, 0.990468, 2.443602]],
  "atomic_forces_ev_per_a": [[1.5, -0.1, 0.4], [0.0, -0.8, 0.1], [-0.4, -1.1, 0.2], [0.0, -0.1, -0.1], [0.2, -0.1, -1.3], [0.7, 1.3, -0.5], [-0.2, 0.3, 0.2], [0.3, 0.1, 0.1], [-0.4, 0.2, 0.1], [-0.2, 0.0, -0.3], [-0.3, 0.0, -0.1], [-0.8, 0.4, -0.3], [1.0, -1.4, 0.2], [-1.8, 0.9, 0.5], [-1.0, 1.0, -1.3], [0.0, 0.4, 0.1], [0.7, -1.0, 0.0], [0.6, -0.1, -0.3], [0.5, -0.3, 0.4], [0.2, 0.0, -0.4], [0.0, 0.5, 0.3], [-0.1, -0.3, 0.3], [0.1, 1.6, 1.0], [-0.4, -4.8, -2.4], [-0.1, 3.6, 3.2]]
}

***

{
  "formula": "C11H10BrGdNS",
  "method": "ωB97M-V with the def2-TZVPD basis set",
  "e_homo_ev": [-3.495, -4.112],
  "max_force_ha_per_bohr": 0.06784,
  "gap_ev": [3.90, 6.68],
  "charge": -1,
  "multiplicity": 8,
  "relative_energy_kcal_mol": 13.6,
  "species": ["C", "C", "C", "H", "C", "C", "H", "H", "H", "H", "Gd", "Br", "C", "C", "C", "H", "C", "C", "H", "H", "H", "H", "S", "C", "N"],
  "coordinates": [[-1.278475, -0.865110, -1.630274], [-1.629747, -1.976637, -0.788273], [-2.514768, -1.485662, 0.259634], [-1.271512, -3.012126, -0.914801], [-2.659501, -0.056878, 0.059957], [-1.896334, 0.306177, -1.109139], [-1.883594, 1.292478, -1.590465], [-0.728253, -0.937406, -2.578183], [-2.824807, -2.049523, 1.159192], [-3.209901, 0.650429, 0.701707], [-0.423055, -0.747353, 1.097032], [1.187748, -2.882213, 1.343598], [2.445330, 1.415790, 0.279890], [1.502447, 2.118401, -0.524553], [1.274413, 1.360176, -1.692609], [0.981177, 3.014995, -0.245124], [2.059667, 0.184699, -1.615871], [2.789407, 0.225254, -0.391197], [3.420127, -0.559413, -0.012773], [2.766602, 1.711968, 1.258935], [0.557539, 1.575376, -2.459789], [2.035387, -0.650914, -2.298375], [-0.673441, 1.405286, 2.814329], [-0.175630, 0.316917, 3.978400], [0.149175, -0.354711, 4.898748]],
  "atomic_forces_ev_per_a": [[-0.8, -0.6, 0.7], [-0.7, 0.5, -0.3], [-0.1, 0.2, -0.9], [-0.3, 0.8, 0.2], [0.1, -0.3, -0.8], [-0.7, -0.7, 0.6], [0.2, -0.5, 0.5], [-0.1, 0.1, 0.8], [-0.1, 0.2, -0.7], [0.3, -0.6, -0.4], [3.1, 1.5, -0.5], [0.0, -0.5, 0.2], [-0.3, -0.5, -0.5], [0.1, -0.7, -0.3], [0.4, -0.2, 0.6], [0.0, 0.3, 0.0], [-0.7, 0.2, 0.4], [-0.6, 0.4, 0.5], [0.2, -0.1, 0.0], [0.2, 0.1, 0.2], [-0.2, 0.2, -0.3], [0.1, 0.0, -0.2], [-0.1, 0.1, -0.3], [0.7, -1.2, 2.7], [-0.7, 1.2, -2.3]]
}

***

{
  "formula": "C11H10BrLuNS",
  "method": "ωB97M-V with the def2-TZVPD basis set",
  "e_homo_ev": -2.737,
  "max_force_ha_per_bohr": 0.04175,
  "gap_ev": 4.65,
  "charge": -1,
  "multiplicity": 1,
  "species": ["C", "C", "C", "H", "C", "C", "H", "H", "H", "H", "Lu", "Br", "C", "C", "C", "H", "C", "C", "H", "H", "H", "H", "S", "C", "N"],
  "coordinates": [[-0.474213, 2.184618, 0.275002], [-1.577927, 2.439144, 1.139394], [-1.228393, 2.032295, 2.462545], [-2.483526, 2.993456, 0.912904], [0.094940, 1.517569, 2.387234], [0.547357, 1.588945, 1.040314], [1.559335, 1.446619, 0.691754], [-0.370741, 2.581506, -0.730757], [-1.818658, 2.207214, 3.371231], [0.701295, 1.245643, 3.240549], [-1.588465, -0.022794, 1.300926], [-3.556753, -0.536315, -0.246510], [1.207130, -2.249590, -2.074504], [2.192598, -1.246475, -1.734156], [1.821439, -0.008187, -2.356484], [3.153208, -1.470181, -1.296961], [0.565395, -0.216057, -3.004054], [0.175670, -1.595715, -2.821179], [-0.768594, -2.039341, -3.160966], [1.232718, -3.316094, -1.797035], [2.422577, 0.920001, -2.352373], [-0.021661, 0.549313, -3.510441], [-0.357644, -4.288688, 3.367331], [-0.603741, -2.890507, 2.698528], [-0.823345, -1.826379, 2.197707]],
  "atomic_forces_ev_per_a": [[-0.7, 0.4, 0.5], [0.1, 0.8, 0.2], [0.2, 0.6, 0.0], [0.1, -0.3, -0.2], [0.3, 0.3, 0.1], [-0.3, 0.5, 0.7], [-0.1, -0.6, -0.1], [-0.2, -0.7, 0.0], [0.3, -0.2, -0.5], [-0.1, -0.3, -0.1], [1.0, -1.1, -1.4], [-0.4, 0.1, 0.0], [-0.1, 1.2, 0.1], [-0.8, -0.3, -1.2], [-0.4, -0.7, 0.3], [0.1, 0.1, 0.2], [0.2, -0.8, 0.6], [0.7, 0.7, 0.3], [0.5, 0.2, 0.1], [0.0, 0.7, -0.1], [-0.5, -0.6, 0.0], [0.1, -0.2, 0.0], [0.2, -0.9, 0.4], [-0.5, 1.9, -0.9], [0.1, -0.9, 0.7]]
}

***

Q: The highest charge belongs to which entry?
A: C11H10AsF6N2O6S8TcTe

***

Q: The highest charge belongs to which entry?
A: C11H10AsF6N2O6S8TcTe